{"formula": "C4H9NO2", "method": "ωB97M-V/def2-TZVPD", "elements": ["O", "O", "N", "C", "C", "C", "C", "H", "H", "H", "H", "H", "H", "H", "H", "H"], "xyz": [[0.947, 0.344, 1.189], [1.667, 0.424, -0.980], [-0.438, -0.230, -0.533], [2.901, -0.277, -0.829], [-2.287, 0.681, 0.873], [0.743, 0.209, 0.004], [-1.586, -0.546, 0.309], [2.720, -1.361, -0.810], [-0.690, 0.128, -1.440], [-3.114, 0.415, 1.542], [-2.289, -1.141, -0.289], [-1.237, -1.200, 1.109], [-2.692, 1.283, 0.052], [-1.568, 1.281, 1.434], [3.431, 0.013, 0.082], [3.493, -0.023, -1.711]], "nbo_charge": [-0.625, -0.545, -0.635, -0.250, -0.625, 0.889, -0.217, 0.177, 0.396, 0.214, 0.195, 0.211, 0.198, 0.227, 0.194, 0.196], "e_tot_ha": -363.05670, "homo_lumo_gap_ev": 10.7479, "homo_ev": -9.8219, "e_above_lowest_kj_mol": 75.7, "multiplicity": 1}